Computed, not measured: C5H8O as an isolated structure at a distorted geometry, with ωB97M-V/def2-TZVPD.

Structure (ORCA input):
```
! RIJCOSX wB97M-V def2-TZVPD def2/J DEFGRID3
* xyz 0 1
C -1.5238 -0.6767 0.6761
C -0.4743 -0.0556 -0.1911
C 0.2980 1.2065 0.1055
C 1.5963 0.6296 -0.4018
C 1.3555 -0.7116 -0.6158
O 1.5997 -1.7473 -1.1832
H -1.7721 -1.6782 0.3081
H -1.1640 -0.7565 1.7033
H -2.4306 -0.0654 0.6537
H -0.7537 -0.0833 -1.2550
H -0.0283 2.0426 -0.5280
H 0.2419 1.5304 1.1521
H 2.4280 1.1694 -0.8342
H 0.6273 -0.8038 0.4102
*
```

Results
- HOMO energy (Eh) = -0.3037
- E_tot (eV) = -7358.368
- ΔE to the lowest compared entry with this formula, charge and spin (kJ/mol) = 375.06

***

Computed, not measured: one molecule with the formula C20H21ClN2O2, with ωB97M-V/def2-TZVPD.

Structure (ORCA input):
```
! RIJCOSX wB97M-V def2-TZVPD def2/J DEFGRID3
* xyz 0 1
O -0.4044 4.1881 -1.2235
C 0.0351 3.0603 -1.3011
N 1.3778 2.8335 -1.2504
C 2.1092 1.6550 -1.0589
C 3.3124 1.5300 -1.7517
C 4.1223 0.4256 -1.5762
C 3.7489 -0.5646 -0.6833
C 2.5631 -0.4423 0.0169
C 1.7150 0.6436 -0.1723
C 0.5313 0.8484 0.7224
O 0.4203 1.8934 1.3431
N -0.3624 -0.1586 0.8609
C -0.4139 -1.3756 0.0859
C -0.1306 -2.6501 0.8916
C -0.9287 -2.7731 2.1896
C -0.4966 -1.7476 3.2418
C -1.2502 -0.4173 3.1703
C -1.4921 0.0741 1.7395
C -0.8509 1.9000 -1.6030
C -0.4914 0.9176 -2.5196
C -1.3936 -0.0689 -2.8739
C -2.6558 -0.0762 -2.3002
Cl -3.7730 -1.3289 -2.7202
C -3.0343 0.9040 -1.3952
C -2.1333 1.8968 -1.0631
H 1.9223 3.6872 -1.2102
H 3.6086 2.3205 -2.4260
H 5.0500 0.3460 -2.1224
H 4.3868 -1.4193 -0.5186
H 2.3052 -1.1844 0.7556
H -1.4204 -1.4564 -0.3405
H 0.2933 -1.3050 -0.7429
H 0.9313 -2.7092 1.1373
H -0.3613 -3.4979 0.2427
H -0.7587 -3.7771 2.5853
H -1.9967 -2.6807 1.9878
H -0.6441 -2.1652 4.2397
H 0.5731 -1.5600 3.1281
H -2.2221 -0.5135 3.6580
H -0.6768 0.3352 3.7128
H -1.6799 1.1507 1.7624
H -2.3624 -0.4234 1.3059
H 0.4855 0.9311 -2.9796
H -1.1231 -0.8276 -3.5916
H -4.0257 0.8941 -0.9700
H -2.4091 2.6876 -0.3830
*
```

Results
- HOMO energy (Eh) = -0.3274
- E_tot (eV) = -40679.977
- structure (SMILES) = O=C(Nc1ccccc1C(=O)N1CCCCCC1)c1ccc(Cl)cc1
- ΔE to the lowest compared entry with this formula, charge and spin (kJ/mol) = 9.41

***

Computed, not measured: C61H43BrN6OSSn as an isolated structure, with ωB97M-V/def2-TZVPD.

Structure (ORCA input):
```
! RIJCOSX wB97M-V def2-TZVPD def2/J DEFGRID3
* xyz 0 1
Sn 0.2130 0.6366 -0.5288
C -1.8275 -7.0263 -1.1065
C -1.8055 -6.3259 -2.3063
C -1.4188 -4.9921 -2.3290
C -1.0469 -4.3411 -1.1543
C -1.0577 -5.0552 0.0414
C -1.4490 -6.3879 0.0670
C -0.6704 -2.8930 -1.1842
C 0.6834 -2.5750 -1.0850
C 1.7387 -3.5413 -0.8788
C 2.9039 -2.8552 -0.8383
C 2.5894 -1.4610 -1.0880
C 3.5007 -0.4192 -1.3432
C 4.9292 -0.4970 -0.9118
C 5.7549 -1.6152 -1.0628
C 7.0223 -1.6580 -0.4993
C 7.5166 -0.5749 0.2129
C 6.7418 0.5721 0.3180
C 5.4695 0.6076 -0.2337
C 3.1196 0.7865 -1.9898
N 1.8912 1.3407 -2.0171
C 1.9699 2.4800 -2.7735
C 0.9462 3.4082 -2.9654
C 1.3093 4.7033 -3.6165
C 2.1848 5.5841 -2.9820
C 2.5071 6.8027 -3.5645
C 1.9688 7.1504 -4.7964
C 1.1085 6.2731 -5.4431
C 0.7782 5.0594 -4.8549
C -0.3951 3.2300 -2.5769
C -1.4516 4.2126 -2.7064
C -2.5806 3.6395 -2.2212
C -2.2233 2.2960 -1.8240
N -0.8971 2.0959 -2.0300
C -3.1237 1.3031 -1.4134
C -2.8209 -0.0629 -1.3330
C -3.8040 -1.1220 -1.3469
C -3.1200 -2.2934 -1.3717
C -1.7139 -1.9599 -1.3220
N -1.5697 -0.6073 -1.3165
C -4.5275 1.7111 -1.0919
C -5.5203 1.7883 -2.0654
C -6.8163 2.1537 -1.7216
C -7.1318 2.4482 -0.4013
C -6.1467 2.3702 0.5756
C -4.8521 2.0012 0.2323
C 3.3131 2.6132 -3.2942
C 4.0288 1.5795 -2.7956
N 1.2305 -1.3278 -1.1773
H -2.1412 -8.0627 -1.0873
H -2.0918 -6.8189 -3.2278
H -1.4077 -4.4408 -3.2628
H -0.7632 -4.5554 0.9586
H -1.4625 -6.9280 1.0071
H 1.5988 -4.6084 -0.7903
H 3.8811 -3.2791 -0.6899
H 5.4333 -2.4441 -1.6780
H 7.6310 -2.5452 -0.6253
H 8.5029 -0.6157 0.6588
H 7.1200 1.4439 0.8388
H 4.8676 1.5028 -0.1333
H 2.5950 5.3110 -2.0156
H 3.1770 7.4833 -3.0530
H 2.2184 8.1017 -5.2498
H 0.6924 6.5349 -6.4082
H 0.1054 4.3731 -5.3568
H -1.3406 5.2069 -3.1125
H -3.5705 4.0659 -2.1512
H -4.8729 -0.9742 -1.3932
H -3.5197 -3.2946 -1.4222
H -5.2691 1.5586 -3.0952
H -7.5820 2.2095 -2.4866
H -8.1411 2.7401 -0.1361
H -6.3839 2.5989 1.6085
H -4.0779 1.9340 0.9898
H 3.6507 3.3783 -3.9759
H 5.0622 1.3361 -2.9913
O 5.0271 2.4301 4.8754
C 4.3046 1.9632 3.8295
C 4.3673 0.6451 3.3939
C 3.5731 0.2783 2.3256
N 2.7580 1.1219 1.6889
C 2.7304 2.3663 2.1108
Br 1.6106 3.5874 1.1639
C 3.4680 2.8542 3.1750
H 5.5926 1.7332 5.2206
H 5.0319 -0.0713 3.8652
H 3.5934 -0.7396 1.9406
H 3.4042 3.8847 3.4946
N -1.1420 -0.2705 1.7989
S -1.9901 -1.5842 1.9961
C -1.0891 -2.7323 3.0687
C 0.2428 -2.4568 3.3189
C 0.9986 -3.3616 4.0573
C 0.4175 -4.5322 4.5251
C -0.9211 -4.8028 4.2597
C -1.6793 -3.9045 3.5246
C -3.3578 -1.2217 3.1074
C -4.6094 -1.0707 2.5274
C -5.6649 -0.5950 3.2968
C -5.4569 -0.2686 4.6286
C -4.1981 -0.4276 5.2020
C -3.1427 -0.9064 4.4426
H -1.0007 0.2386 2.6734
H 0.6747 -1.5427 2.9223
H 2.0418 -3.1519 4.2593
H 1.0095 -5.2411 5.0918
H -1.3707 -5.7174 4.6253
H -2.7227 -4.1140 3.3097
H -4.7432 -1.2963 1.4739
H -6.6444 -0.4760 2.8508
H -6.2752 0.1150 5.2260
H -4.0408 -0.1771 6.2439
H -2.1576 -1.0233 4.8819
*
```

Results
- HOMO energy (spin up / spin down) (Eh) = -0.2238 / -0.2238
- E_tot (eV) = -161652.317
- ΔE to the lowest compared entry with this formula, charge and spin (kJ/mol) = 16.04

***

ΔE to the lowest compared entry with this formula, charge and spin of number 2 (C20H21ClN2O2)?
9.41 kJ/mol

***

Among the records above, which one has the highest ΔE to the lowest compared entry with this formula, charge and spin?
C5H8O

***

The lowest E_tot belongs to which entry?
C61H43BrN6OSSn

***

Which formula does entry 2 have?
C20H21ClN2O2